(1)
44
Properties=species:S:1:pos:R:3:forces:R:3 method="wB97M-V/def2-TZVPD" s_squared=6.019 multiplicity=5 charge=+3 orbital_gap_ev="6.39 / 4.34"
C -2.0686 1.3453 -1.4282 0.620 1.175 0.007
C -1.9808 -0.0420 -0.8312 -2.340 -1.341 -1.290
H -3.0697 1.4967 -1.9118 0.514 -0.741 0.522
H -1.2895 1.5833 -2.1991 -0.628 -0.843 0.622
H -1.9301 2.1678 -0.6860 -0.296 -0.970 -0.260
O -2.4778 -1.0623 -0.7237 0.943 2.236 -0.025
I 2.1987 -2.2316 1.8817 4.240 1.377 0.932
Pd 0.9308 1.9729 -0.5115 -0.253 -1.446 0.685
P -0.5251 1.6029 1.6612 -0.870 1.126 3.463
C -1.1844 0.2490 2.7392 0.033 -1.099 -0.745
C 0.7288 2.3264 2.7748 1.054 -0.234 -0.756
H 0.3900 2.7744 3.7230 -0.402 -0.213 -0.473
H -2.2813 3.1258 2.6671 0.505 -0.363 -0.014
H 1.2387 3.0808 2.1652 0.163 0.170 0.469
H -1.6809 3.6289 1.0649 -0.169 0.085 0.179
H -0.3681 -0.4228 3.0375 -0.101 0.254 -0.127
H 1.4660 1.5339 3.0190 -0.314 0.399 -0.145
C -1.9532 2.7644 1.6823 0.027 0.141 -1.206
H -1.6930 0.5884 3.6617 0.346 0.522 -0.587
H -2.8182 2.2800 1.2074 0.102 0.124 0.227
H -1.9068 -0.3578 2.1752 0.075 0.132 0.226
P 1.1181 0.0792 -2.2318 1.630 -1.253 -2.758
C 0.9849 -1.7553 -2.3848 -0.649 -0.503 0.869
C 0.3671 0.6486 -3.8029 -0.636 0.711 0.471
H 3.0659 1.3926 -2.1894 0.500 -0.141 -0.262
H 3.4011 0.0187 -3.3148 -0.559 0.044 0.104
H 3.4000 -0.2401 -1.5442 -0.220 0.354 -0.438
C 2.9157 0.3212 -2.3731 0.242 0.413 1.114
H 0.4088 1.7454 -3.8065 0.010 -0.117 -0.251
H 0.8341 0.2688 -4.7226 0.203 -0.114 0.480
H 1.2224 -2.1647 -3.3863 0.029 0.815 0.240
H -0.0375 -2.0790 -2.1373 0.298 0.024 -0.223
H -0.6932 0.3546 -3.8215 0.282 -0.003 -0.135
H 1.6575 -2.2402 -1.6603 -0.141 0.277 -0.197
Cl 1.5749 4.0024 -1.0208 -0.189 -0.088 -0.027
C 0.0269 -3.6854 2.3876 -0.686 -0.515 0.492
C -0.0688 -3.3513 0.8713 -0.241 -2.887 -0.390
C 0.0097 -1.9617 0.5893 0.471 6.016 -2.168
N 0.0419 -0.8129 0.1890 -1.295 -3.982 1.212
H 0.7248 -3.0334 3.0098 -1.142 -0.639 -0.233
H 0.4007 -4.7071 2.5560 -0.331 0.328 -0.242
H -0.9535 -3.5491 2.8637 0.213 -0.132 -0.050
H 0.8281 -3.7980 0.3354 -1.219 0.330 0.425
H -0.9551 -3.8572 0.4256 0.181 0.570 0.265



(2)
49
Properties=species:S:1:pos:R:3:forces:R:3 method="wB97M-V/def2-TZVPD" multiplicity=1 charge=+1 orbital_gap_ev=8.60
Cs -0.9625 0.8262 -0.4862 -0.100 -0.279 0.246
C 1.0412 4.4992 -3.8131 0.032 0.024 0.003
O -0.2194 3.9706 -4.2551 -0.058 -0.011 -0.038
C -0.7405 3.0112 -3.4957 0.059 0.005 0.072
O -0.2183 2.5596 -2.4921 0.139 0.288 -0.288
N -1.9354 2.6099 -3.9930 -0.037 0.000 -0.016
N -2.6606 1.6113 -3.3381 -0.076 0.001 -0.111
H 0.9397 4.9374 -2.8227 -0.003 -0.007 -0.002
H 1.3030 5.2614 -4.5386 -0.003 -0.006 -0.005
H 1.7955 3.7163 -3.7939 -0.006 -0.011 -0.002
H -2.2828 3.0400 -4.8357 0.009 0.005 0.001
H -2.7932 0.8282 -3.9688 0.020 -0.017 0.026
H -3.5764 1.9695 -3.0898 0.025 0.019 0.027
C 1.3618 -2.2013 -1.4800 0.030 -0.016 0.021
N 0.2491 -2.1346 -0.5102 0.060 -0.033 -0.004
C -0.6474 -3.2751 -0.7852 -0.028 -0.053 0.001
N 0.0403 -4.5573 -0.7011 -0.010 0.006 -0.008
C 1.1445 -4.5525 -1.6647 0.007 0.021 0.006
N 2.0893 -3.4601 -1.4075 0.017 -0.024 -0.029
C 2.6103 -3.6159 -0.0471 -0.019 0.011 -0.001
N 1.5390 -3.6003 0.9556 0.028 -0.039 0.025
C 0.8240 -2.3412 0.8365 -0.071 0.159 -0.058
C 0.6054 -4.6899 0.6440 0.010 0.017 0.002
H 2.0568 -1.3808 -1.2796 -0.015 0.010 0.007
H 0.9620 -2.0802 -2.4896 -0.028 0.007 0.006
H -1.0661 -3.1624 -1.7881 0.006 0.014 -0.001
H -1.4658 -3.2633 -0.0612 0.002 0.015 0.000
H 0.7398 -4.4428 -2.6726 -0.003 -0.009 0.001
H 1.6760 -5.5025 -1.6036 -0.004 -0.006 -0.001
H 3.3080 -2.8026 0.1630 0.005 -0.007 0.005
H 3.1467 -4.5627 0.0210 0.005 0.000 0.009
H 1.5111 -1.5156 1.0481 0.028 -0.031 0.008
H 0.0111 -2.3093 1.5671 0.002 -0.056 0.007
H -0.2050 -4.6845 1.3751 -0.002 -0.007 0.001
H 1.1353 -5.6401 0.7159 -0.005 -0.005 0.004
C 0.6675 1.5805 4.8685 0.026 0.008 -0.058
N -0.3361 1.2089 3.8871 -0.007 0.041 0.004
C -1.2564 2.0573 3.3753 0.024 -0.061 0.015
S -2.5519 1.4598 2.4715 -0.023 0.020 0.023
N -1.0814 3.3586 3.6287 -0.033 -0.031 0.023
C -2.0008 4.4004 3.2029 0.025 0.042 0.001
H 1.2064 0.6864 5.1675 -0.015 -0.006 0.017
H 0.2206 2.0303 5.7587 0.001 -0.009 0.012
H 1.3982 2.2723 4.4430 -0.005 0.001 0.008
H -0.5913 0.2402 3.7993 0.011 -0.007 0.018
H -0.2861 3.6366 4.1786 -0.029 0.019 0.022
H -3.0234 4.0399 3.2742 0.006 0.001 0.027
H -1.8125 4.7054 2.1730 0.006 -0.018 -0.008
H -1.8694 5.2576 3.8589 -0.005 0.015 -0.017



(3)
44
Properties=species:S:1:pos:R:3:forces:R:3 method="wB97M-V/def2-TZVPD" multiplicity=1 charge=+3 orbital_gap_ev=1.84
Hg 2.6644 0.3973 -3.7979 -1.728 -0.320 0.105
Hg 0.9785 -3.3414 -2.7960 -0.135 0.431 0.070
C -0.0456 -0.0214 -2.2945 0.422 0.237 0.745
O 0.9893 -0.9260 -2.7101 1.593 0.634 -1.101
H -0.0181 0.0671 -1.2084 -0.362 -0.413 0.180
H 0.2302 0.9921 -2.5857 -0.454 -0.029 -0.546
H -1.0266 -0.3153 -2.6679 0.126 0.091 -0.068
C -0.1299 -1.4306 2.5084 -0.468 -0.229 -0.613
C 1.0923 -1.4361 3.4075 -0.975 0.326 1.000
N 0.8298 -2.0829 4.7099 3.331 -2.612 0.161
C 0.3529 -3.5056 4.7401 -0.521 0.879 0.794
C -1.1724 -3.5897 5.1039 -0.528 0.574 -1.135
C 1.6992 -1.7599 5.9200 -3.234 0.566 0.763
C 1.3053 -0.3367 6.4086 0.661 0.134 -0.416
H -0.8740 -0.6723 2.7523 0.076 -0.107 0.634
H -0.5804 -2.4230 2.5209 -0.191 0.150 -0.124
H 0.0925 -1.1883 1.4692 0.569 -0.211 0.078
H 1.8511 -2.1123 3.0137 0.374 -0.575 -0.372
H 1.5931 -0.4704 3.4761 -0.218 0.019 0.623
H 0.6262 -4.1136 3.8777 -0.234 0.697 -0.684
H 0.7657 -4.0253 5.6047 0.603 0.500 -0.026
H -1.5554 -4.5636 4.7992 0.460 -0.477 0.925
H -1.2552 -3.2728 6.1436 -0.471 -0.473 -0.147
H -1.8059 -2.9907 4.4497 0.275 0.680 0.203
H 2.7726 -1.8392 5.7476 0.045 -0.211 -0.622
H 1.3641 -2.4227 6.7178 0.421 -0.535 -0.417
H 0.3486 -0.0734 5.9575 0.392 0.632 -0.412
H 2.1998 0.2430 6.1807 -0.786 0.922 -0.145
H 1.0840 -0.2225 7.4697 0.405 -0.708 0.153
C -1.9286 3.1992 -6.6526 0.509 0.009 1.720
C -2.0260 3.5493 -5.1103 -1.793 -0.314 -0.478
C -0.7303 3.9423 -4.5841 2.881 -1.086 1.432
S 0.5519 3.0018 -5.6315 -1.319 3.656 -0.543
O 1.2245 1.9719 -4.7867 0.658 -0.612 0.264
O 1.3372 4.0630 -6.2968 -0.946 -2.873 0.793
C -0.7740 2.1583 -6.6771 0.752 0.711 0.270
H -1.6734 4.1299 -7.1593 -0.085 -0.277 -0.425
H -2.8782 2.7745 -6.9781 0.262 0.067 -0.283
H -2.3847 2.7154 -4.5068 -0.018 -0.551 -0.483
H -2.7173 4.3237 -4.7777 -0.330 0.254 -0.928
H -0.5808 3.5112 -3.5942 0.057 -0.089 0.151
H -0.4834 4.9913 -4.4201 0.201 0.027 -1.018
H -1.0588 1.2445 -6.1556 0.070 0.081 0.228
H -0.2541 1.8601 -7.5876 -0.348 0.423 -0.303